{
  "formula": "C44H30Cl6F3GeN5O8SSbSeTi",
  "method": "ωB97M-V/def2-TZVPD",
  "multiplicity": 2,
  "largest_force_ha_per_bohr": 0.0753,
  "gap_ev": [4.95, 4.77],
  "e_tot_ev": -315590.126,
  "homo_ev": [-2.1, -2.1],
  "e_above_lowest_kj_mol": 293.27,
  "charge": -2,
  "lumo_energy_ev": [2.8850, 2.7049],
  "symbols": ["Ti", "O", "C", "O", "C", "C", "Cl", "N", "N", "C", "C", "O", "O", "C", "C", "C", "C", "C", "C", "H", "H", "H", "H", "H", "H", "Cl", "Ge", "Cl", "Cl", "O", "S", "O", "O", "O", "Se", "N", "C", "C", "C", "C", "N", "C", "N", "H", "H", "H", "F", "C", "F", "F", "C", "C", "C", "C", "C", "C", "C", "C", "H", "H", "H", "H", "C", "C", "C", "C", "C", "C", "Sb", "C", "C", "C", "C", "C", "C", "C", "C", "C", "C", "C", "C", "H", "H", "H", "H", "H", "H", "H", "H", "H", "H", "H", "H", "H", "H", "H", "Cl", "C", "Cl", "H", "H"],
  "xyz": [[-0.455, -0.528, -0.984], [-2.671, -1.780, 4.009], [-3.693, -1.818, 3.177], [-4.827, -1.887, 3.587], [-3.404, -1.771, 1.707], [-4.362, -1.672, 0.720], [-6.027, -1.596, 1.011], [-3.755, -1.637, -0.501], [-2.405, -1.690, -0.338], [-2.188, -1.751, 0.992], [-0.813, -1.643, 1.450], [-0.483, -1.817, 2.610], [0.053, -1.294, 0.540], [-4.302, -1.602, -1.813], [-5.654, -1.372, -2.076], [-6.116, -1.355, -3.380], [-5.256, -1.545, -4.449], [-3.913, -1.764, -4.190], [-3.446, -1.798, -2.892], [-1.785, -1.840, 3.550], [-6.356, -1.210, -1.282], [-7.172, -1.189, -3.558], [-5.626, -1.520, -5.466], [-3.205, -1.918, -4.993], [-2.402, -1.976, -2.733], [-2.870, -5.320, -2.456], [-0.940, -4.063, -1.779], [-0.688, -4.768, 0.501], [0.642, -5.378, -2.674], [-0.614, -2.726, -3.819], [0.198, -1.694, -3.201], [-0.665, -0.489, -2.875], [0.609, -2.120, -1.805], [1.331, -1.306, -3.993], [-2.079, 1.504, 2.975], [-3.590, 2.089, 2.209], [-3.483, 1.859, 0.907], [-4.421, 2.176, -0.089], [-4.098, 1.869, -1.412], [-2.918, 1.229, -1.734], [-2.011, 0.850, -0.802], [-2.251, 1.217, 0.478], [-1.360, 0.976, 1.416], [-5.355, 2.651, 0.176], [-4.792, 2.117, -2.204], [-2.657, 0.997, -2.758], [-1.087, 6.001, -6.446], [-0.647, 6.551, -5.290], [0.370, 7.375, -5.652], [-1.637, 7.356, -4.853], [-0.241, 5.520, -4.295], [-0.718, 5.546, -2.990], [-0.387, 4.530, -2.115], [0.416, 3.461, -2.532], [0.939, 3.480, -3.832], [0.608, 4.496, -4.705], [0.551, 2.309, -1.710], [0.482, 1.284, -1.055], [-1.362, 6.355, -2.671], [-0.774, 4.529, -1.105], [1.579, 2.675, -4.166], [0.991, 4.493, -5.717], [6.245, 2.168, 3.652], [5.597, 1.312, 4.531], [4.389, 0.727, 4.173], [3.807, 0.985, 2.935], [4.462, 1.860, 2.070], [5.672, 2.445, 2.418], [1.939, 0.029, 2.227], [3.087, -1.681, 1.525], [4.427, -1.539, 1.170], [5.124, -2.603, 0.617], [4.483, -3.811, 0.379], [3.150, -3.960, 0.730], [2.461, -2.907, 1.313], [1.622, -0.801, 4.221], [0.707, -0.193, 5.073], [0.406, -0.748, 6.309], [1.032, -1.917, 6.714], [1.961, -2.521, 5.879], [2.251, -1.969, 4.638], [7.193, 2.617, 3.924], [6.036, 1.089, 5.498], [3.888, 0.060, 4.863], [4.015, 2.081, 1.105], [6.171, 3.108, 1.721], [4.923, -0.587, 1.306], [6.169, -2.477, 0.357], [5.016, -4.630, -0.087], [2.635, -4.894, 0.545], [1.429, -3.055, 1.596], [0.209, 0.719, 4.762], [-0.331, -0.272, 6.945], [0.783, -2.368, 7.667], [2.452, -3.436, 6.189], [2.967, -2.455, 3.987], [4.444, 1.694, -2.707], [3.312, 0.341, -2.845], [2.893, -0.332, -1.267], [3.772, -0.433, -3.445], [2.400, 0.694, -3.309]]
}


{
  "formula": "C31H36N3O",
  "method": "ωB97M-V/def2-TZVPD",
  "largest_force_ha_per_bohr": 0.0498,
  "gap_ev": 7.29,
  "e_tot_ev": -39240.852,
  "homo_ev": -11.2,
  "e_above_lowest_kj_mol": 302.07,
  "charge": 1,
  "lumo_energy_ev": -3.9461,
  "symbols": ["C", "N", "C", "O", "C", "C", "C", "C", "C", "C", "C", "C", "N", "C", "C", "C", "C", "C", "C", "C", "C", "C", "C", "C", "C", "C", "C", "C", "C", "C", "C", "H", "H", "H", "H", "H", "H", "H", "H", "H", "H", "H", "H", "H", "H", "H", "H", "H", "H", "H", "H", "H", "H", "H", "H", "H", "H", "H", "C", "C", "C", "N", "H", "H", "H", "H", "H", "H", "H", "H", "H"],
  "xyz": [[2.475, 3.026, 1.080], [2.265, 2.103, -0.022], [2.926, 2.332, -1.205], [3.795, 3.143, -1.416], [2.383, 1.337, -2.220], [3.469, 0.315, -2.563], [3.924, -0.399, -1.317], [4.905, 0.179, -0.501], [5.295, -0.461, 0.675], [4.701, -1.675, 1.050], [3.779, -2.289, 0.190], [3.402, -1.654, -0.996], [1.213, 0.743, -1.521], [0.687, -0.429, -1.996], [-0.267, -1.242, -1.380], [-1.309, -0.709, -0.574], [-2.682, -1.194, -0.357], [-3.712, -0.252, -0.110], [-4.915, -0.646, 0.469], [-5.148, -2.005, 0.756], [-4.199, -2.961, 0.384], [-3.024, -2.585, -0.286], [1.056, 1.273, -0.121], [-0.163, 2.100, 0.174], [-0.602, 3.090, -0.632], [-1.909, 3.706, -0.525], [-2.283, 4.760, -1.396], [-3.574, 5.267, -1.387], [-4.534, 4.758, -0.491], [-4.164, 3.743, 0.407], [-2.868, 3.231, 0.407], [3.324, 3.657, 0.819], [1.596, 3.651, 1.239], [2.696, 2.477, 1.996], [2.025, 1.878, -3.115], [3.103, -0.386, -3.329], [4.297, 0.901, -2.980], [5.351, 1.139, -0.788], [6.053, 0.003, 1.310], [4.980, -2.155, 1.994], [3.351, -3.268, 0.432], [2.682, -2.126, -1.676], [1.097, -0.734, -2.963], [-0.112, -2.345, -1.468], [-1.237, 0.392, -0.497], [-3.561, 0.797, -0.430], [-5.713, 0.098, 0.620], [-6.064, -2.315, 1.266], [-4.395, -4.047, 0.526], [-2.400, -3.325, -0.788], [1.110, 0.432, 0.578], [-0.637, 1.882, 1.148], [0.046, 3.471, -1.440], [-1.524, 5.149, -2.081], [-3.853, 6.062, -2.082], [-5.547, 5.158, -0.484], [-4.899, 3.344, 1.111], [-2.591, 2.442, 1.114], [0.260, -5.440, 2.552], [0.474, -3.970, 2.237], [-0.594, -3.203, 1.435], [-0.412, -1.751, 1.176], [1.089, -5.779, 3.175], [-0.669, -5.619, 3.098], [0.240, -6.050, 1.646], [0.609, -3.403, 3.155], [1.405, -3.861, 1.678], [-0.649, -3.646, 0.430], [-1.591, -3.385, 1.863], [0.570, -1.549, 0.997], [-0.833, -1.180, 1.955]]
}


{
  "formula": "C9H18N2O3",
  "method": "ωB97M-V/def2-TZVPD",
  "smiles": "CC[C@H](C)[C@H](N)C(=O)N[C@@H](C)C(=O)O",
  "largest_force_ha_per_bohr": 0.0250,
  "gap_ev": 10.22,
  "e_tot_ev": -18748.576,
  "homo_ev": -9.6,
  "e_above_lowest_kj_mol": 42.49,
  "lumo_energy_ev": 0.5765,
  "symbols": ["C", "C", "C", "C", "C", "N", "C", "O", "N", "C", "C", "C", "O", "O", "H", "H", "H", "H", "H", "H", "H", "H", "H", "H", "H", "H", "H", "H", "H", "H", "H", "H"],
  "xyz": [[-0.868, -0.786, 2.421], [-1.055, -1.582, 1.126], [0.248, -1.824, 0.333], [1.375, -2.307, 1.222], [0.581, -0.602, -0.585], [1.711, -0.819, -1.511], [0.972, 0.663, 0.206], [1.969, 0.677, 0.891], [0.181, 1.800, 0.142], [-0.570, 2.290, -1.045], [0.217, 2.289, -2.362], [-1.922, 1.580, -1.170], [-2.462, 1.405, -2.229], [-2.506, 1.289, 0.020], [-1.830, -0.719, 2.970], [-0.163, -1.245, 3.079], [-0.548, 0.240, 2.198], [-1.859, -1.063, 0.532], [-1.515, -2.559, 1.409], [0.025, -2.626, -0.354], [1.110, -3.218, 1.810], [2.223, -2.605, 0.582], [1.759, -1.500, 1.860], [-0.323, -0.422, -1.166], [2.553, -0.845, -0.971], [1.575, -1.697, -1.992], [0.674, 2.500, 0.653], [-0.861, 3.327, -0.783], [0.520, 1.270, -2.627], [-0.406, 2.680, -3.179], [1.066, 2.921, -2.187], [-1.872, 1.488, 0.705]]
}


{
  "formula": "C19H13N5ORhS4",
  "method": "ωB97M-V/def2-TZVPD",
  "largest_force_ha_per_bohr": 0.0068,
  "gap_ev": 6.74,
  "e_tot_ev": -75766.855,
  "homo_ev": -4.5,
  "e_above_lowest_kj_mol": 13.73,
  "charge": -1,
  "lumo_energy_ev": 2.2400,
  "symbols": ["Rh", "S", "C", "C", "C", "C", "N", "C", "C", "C", "S", "C", "N", "H", "H", "S", "C", "C", "C", "C", "C", "C", "S", "H", "H", "H", "H", "C", "N", "C", "C", "C", "N", "C", "O", "N", "H", "H", "H", "H", "H", "H", "H"],
  "xyz": [[-0.597, 0.246, -0.915], [1.613, 0.210, -1.568], [2.155, 1.822, -1.216], [3.504, 2.161, -1.344], [3.950, 3.446, -1.086], [5.348, 3.751, -1.221], [6.471, 3.974, -1.330], [3.027, 4.434, -0.690], [1.688, 4.108, -0.573], [1.237, 2.814, -0.844], [-0.460, 2.452, -0.765], [3.459, 5.774, -0.400], [3.786, 6.851, -0.161], [4.213, 1.402, -1.648], [0.979, 4.866, -0.266], [-2.915, 0.555, -0.815], [-3.238, 0.658, 0.914], [-4.522, 0.951, 1.379], [-4.799, 0.984, 2.737], [-3.787, 0.728, 3.654], [-2.506, 0.450, 3.203], [-2.221, 0.412, 1.838], [-0.584, 0.029, 1.315], [-5.303, 1.155, 0.656], [-5.800, 1.219, 3.078], [-3.990, 0.757, 4.717], [-1.706, 0.265, 3.911], [2.245, -4.264, -1.804], [0.982, -3.827, -1.231], [0.409, -4.461, -0.185], [-0.775, -4.059, 0.309], [-1.349, -2.870, -0.256], [-0.712, -2.148, -1.173], [0.356, -2.709, -1.834], [0.812, -2.289, -2.875], [-2.557, -2.475, 0.150], [2.522, -5.216, -1.357], [3.022, -3.525, -1.612], [2.140, -4.374, -2.880], [0.950, -5.311, 0.210], [-1.256, -4.578, 1.123], [-2.908, -2.814, 1.029], [-2.882, -1.558, -0.175]]
}


{
  "formula": "C8H12NS",
  "method": "ωB97M-V/def2-TZVPD",
  "smiles": "Cc1cc2c(s1)[C@H](C)[NH2+]C2",
  "largest_force_ha_per_bohr": 0.0899,
  "gap_ev": 9.28,
  "e_tot_ev": -20808.143,
  "homo_ev": -12.3,
  "e_above_lowest_kj_mol": 70.42,
  "charge": 1,
  "lumo_energy_ev": -3.0489,
  "symbols": ["C", "C", "C", "C", "C", "S", "C", "C", "N", "C", "H", "H", "H", "H", "H", "H", "H", "H", "H", "H", "H", "H"],
  "xyz": [[3.788, -0.178, 0.167], [2.308, -0.152, -0.106], [1.368, -1.147, 0.118], [0.069, -0.641, -0.033], [-0.009, 0.669, -0.388], [1.549, 1.345, -0.585], [-1.398, 1.079, -0.464], [-2.077, 1.345, 0.856], [-2.043, -0.247, -0.920], [-1.259, -1.294, -0.095], [4.275, 0.261, -0.698], [3.968, 0.369, 1.144], [4.069, -1.353, 0.189], [1.595, -2.018, 0.719], [-1.448, 1.735, -1.336], [-1.659, 0.607, 1.535], [-3.193, 1.380, 0.722], [-1.820, 2.433, 1.211], [-2.058, -0.477, -1.890], [-2.985, -0.172, -0.615], [-1.277, -2.227, -0.466], [-1.762, -1.317, 0.935]]
}


{
  "formula": "C5H7N",
  "method": "ωB97M-V/def2-TZVPD",
  "largest_force_ha_per_bohr": 0.0117,
  "gap_ev": 8.54,
  "e_tot_ev": -6783.740,
  "homo_ev": -8.6,
  "e_above_lowest_kj_mol": 460.51,
  "lumo_energy_ev": -0.0432,
  "symbols": ["C", "C", "C", "C", "C", "N", "H", "H", "H", "H", "H", "H", "H"],
  "xyz": [[-0.160, -1.060, 0.776], [-1.219, 0.031, 0.916], [-0.719, 0.953, -0.165], [0.812, 0.968, 0.055], [0.641, -0.495, -0.395], [-0.472, -0.020, -1.278], [-0.655, -2.016, 0.550], [0.370, -1.215, 1.727], [-1.250, -0.687, -1.318], [-1.295, 1.848, -0.408], [1.183, 1.156, 1.068], [1.308, 1.605, -0.678], [1.455, -1.067, -0.848]]
}


{
  "formula": "C5H9NO",
  "method": "ωB97M-V/def2-TZVPD",
  "smiles": "Cc1cc[nH]c1.O",
  "largest_force_ha_per_bohr": 0.0183,
  "gap_ev": 9.45,
  "e_tot_ev": -8868.176,
  "homo_ev": -8.6,
  "e_above_lowest_kj_mol": 100.04,
  "lumo_energy_ev": 0.8913,
  "symbols": ["C", "C", "C", "C", "N", "C", "H", "H", "H", "H", "H", "H", "H", "O", "H", "H"],
  "xyz": [[-0.597, 1.206, 1.339], [-0.161, -0.084, 0.703], [-1.047, -1.071, 0.157], [-0.280, -1.909, -0.606], [1.011, -1.460, -0.592], [1.101, -0.389, 0.274], [0.227, 1.906, 1.482], [-1.326, 1.684, 0.685], [-1.076, 1.056, 2.309], [-2.048, -1.231, 0.534], [-0.594, -2.675, -1.293], [1.758, -2.055, -0.904], [2.040, 0.061, 0.565], [0.301, 1.891, -1.880], [0.584, 0.969, -1.814], [0.106, 2.099, -0.960]]
}


{
  "formula": "C25H39BCl2N3O7",
  "method": "ωB97M-V/def2-TZVPD",
  "largest_force_ha_per_bohr": 0.0922,
  "gap_ev": 5.91,
  "e_tot_ev": -71066.292,
  "homo_ev": -10.7,
  "charge": 1,
  "lumo_energy_ev": -4.7679,
  "symbols": ["C", "C", "C", "C", "C", "C", "O", "C", "C", "C", "C", "C", "C", "C", "C", "C", "Cl", "C", "C", "Cl", "N", "C", "O", "C", "C", "C", "C", "C", "N", "C", "C", "B", "O", "O", "O", "N", "O", "H", "H", "H", "H", "H", "H", "H", "H", "H", "H", "H", "H", "H", "H", "H", "H", "H", "H", "H", "H", "H", "H", "H", "H", "H", "H", "H", "H", "H", "H", "H", "H", "H", "H", "H", "H", "H", "O", "H", "H"],
  "xyz": [[1.659, 0.779, 0.921], [0.702, 0.567, 0.184], [-0.408, 0.400, -0.903], [0.320, -0.464, -2.021], [1.591, 0.226, -2.693], [1.306, 0.577, -4.242], [2.627, -0.798, -2.735], [3.830, -0.366, -2.060], [4.512, -1.694, -1.492], [4.541, -2.045, -0.029], [5.164, -3.321, 0.478], [5.791, -4.351, -0.442], [5.759, -3.994, -1.922], [5.144, -2.707, -2.432], [-1.533, -0.423, -0.079], [-2.305, -1.540, -0.926], [-4.077, -1.712, -0.543], [-1.523, -2.943, -0.684], [-2.248, -3.872, 0.393], [-1.286, -3.811, -2.299], [-2.285, 0.585, 0.724], [-2.949, 0.252, 2.003], [-1.878, 0.016, 2.973], [-1.809, 1.146, 3.883], [-0.548, 0.938, 4.837], [0.517, 2.090, 4.429], [-2.218, 1.740, 0.070], [-2.983, 2.986, 0.665], [-4.455, 2.758, 0.365], [-1.348, 1.624, -1.287], [-0.755, 2.948, -1.924], [-0.055, 3.994, -0.910], [0.741, 3.697, 0.228], [-0.219, 5.388, -1.218], [-2.436, 1.287, -2.231], [-1.956, 1.157, -3.526], [-2.741, 1.675, -4.234], [2.634, 1.016, 1.435], [-0.370, -0.769, -2.879], [0.674, -1.425, -1.543], [1.929, 1.182, -2.193], [0.714, 1.531, -4.376], [2.319, 0.760, -4.735], [0.722, -0.255, -4.733], [3.668, 0.379, -1.228], [4.549, 0.015, -2.865], [4.079, -1.331, 0.707], [5.171, -3.566, 1.586], [6.226, -5.309, -0.043], [6.203, -4.766, -2.616], [5.144, -2.551, -3.551], [-0.913, -0.948, 0.727], [-2.238, -1.373, -2.051], [-0.470, -2.775, -0.294], [-1.477, -4.650, 0.710], [-3.116, -4.447, -0.052], [-2.529, -3.310, 1.348], [-3.593, 1.069, 2.437], [-3.564, -0.693, 1.989], [-2.759, 1.267, 4.500], [-1.723, 2.082, 3.239], [-0.102, -0.078, 4.606], [-0.774, 1.084, 5.933], [1.097, 1.671, 3.548], [1.265, 2.295, 5.252], [0.003, 3.035, 4.059], [-2.911, 3.080, 1.787], [-2.729, 3.966, 0.151], [-4.975, 2.579, 1.228], [-4.514, 1.974, -0.293], [0.028, 2.667, -2.704], [-1.552, 3.537, -2.493], [0.264, 3.163, 0.894], [-0.421, 5.787, -0.343], [-2.483, -3.112, 3.638], [-2.245, -2.190, 3.797], [-3.222, -3.271, 4.237]]
}